Record 1
A 2-piece molecular cluster, CHI2NO overall. Source: OMol25; level of theory: ωB97M-V/def2-TZVPD.

Computed properties:
SMILES string = [O-][N+]#CI.I
energy relative to the best compared isomer or geometry (same formula, charge and spin) = 2.298 eV
orbital gap = 9.0 eV
molar mass = 296.83 g mol⁻¹
F_max = 0.0423 Eh/bohr
calculated total energy = -763.95854 a.u.

Each line ends with the natural charge from an NBO analysis.
Positions of all 6 atoms, in Å:
C (-0.4334, 1.4027, -1.5761)  -0.13
N (-1.5189, 1.7421, -1.3657)  0.19
O (-2.6524, 1.8785, -1.0708)  -0.37
I (1.3643, 1.7823, -2.3916)  0.31
I (0.2557, -1.0767, 1.0088)  -0.11
H (0.0437, 0.6510, 0.8499)  0.11

Cartesian forces, eV/Å:
C 1.44 0.35 -0.63
N 0.02 -0.62 0.10
O -1.34 0.50 0.30
I -0.15 -0.16 0.13
I -0.23 2.08 -0.15
H 0.26 -2.15 0.24

Record 2
A 2-piece molecular cluster, CHIOS2 overall. Source: OMol25; level of theory: ωB97M-V/def2-TZVPD.

Computed properties:
SMILES string = O=C1SS1.I
energy relative to the best compared isomer or geometry (same formula, charge and spin) = 1.035 eV
orbital gap = 8.6 eV
molar mass = 220.06 g mol⁻¹
F_max = 0.0327 Eh/bohr
calculated total energy = -1207.97278 a.u.

Each line ends with the natural charge from an NBO analysis.
Positions of all 6 atoms, in Å:
C (-0.9216, 0.3061, 0.1720)  0.26
O (-1.0434, -0.6746, 0.8176)  -0.50
S (-1.5423, 1.8683, -0.1625)  0.15
S (0.0115, 0.9592, -1.2057)  0.08
I (2.4410, -1.2817, -0.1556)  -0.09
H (1.0549, -1.1773, 0.5343)  0.10

Cartesian forces, eV/Å:
C 0.13 0.01 -0.70
O 0.12 0.17 0.14
S -1.26 0.81 0.76
S 0.78 -0.70 -0.25
I 1.32 -0.22 -0.57
H -1.09 -0.06 0.63

Record 3
CHKLiO3 as an isolated structure. Source: OMol25; level of theory: ωB97M-V/def2-TZVPD.

Computed properties:
energy relative to the best compared isomer or geometry (same formula, charge and spin) = 2.106 eV
orbital gap (spin up / spin down) = 5.6 / 5.6 eV
molar mass = 107.05 g mol⁻¹
total charge = +1
F_max = 0.2658 Eh/bohr
calculated total energy = -871.51817 a.u.

Each line ends with the natural charge from an NBO analysis.
Positions of all 7 atoms, in Å:
O (2.0626, 0.8157, 0.0531)  -0.53
C (0.3976, -0.2088, -0.1533)  0.50
O (-0.7657, -0.3154, 0.2148)  -0.89
K (-2.7591, -2.2096, 0.0731)  1.00
Li (-1.1901, 1.7067, -0.1185)  0.96
O (0.9031, 0.9953, -0.1847)  -0.22
H (1.3516, -0.7837, 0.1155)  0.19

Cartesian forces, eV/Å:
O 13.37 1.18 2.55
C 1.12 0.06 1.45
O -4.12 -0.73 -0.16
K 0.33 0.05 0.07
Li 0.81 -0.45 0.17
O -10.46 0.60 -3.04
H -1.05 -0.70 -1.05

Record 4
CHLiO2Rh as an isolated structure. Source: OMol25; level of theory: ωB97M-V/def2-TZVPD.

Computed properties:
energy relative to the best compared isomer or geometry (same formula, charge and spin) = 0.123 eV
orbital gap (spin up / spin down) = 8.3 / 7.2 eV
molar mass = 154.86 g mol⁻¹
total charge = +1
spin multiplicity = 5
F_max = 0.1770 Eh/bohr
calculated total energy = -306.82159 a.u.

Each line ends with the Mulliken spin population.
Positions of all 6 atoms, in Å:
O (1.9720, -0.6500, 0.2666)  0.81
C (-2.0718, 0.8576, -0.3535)  0.67
O (-0.8165, 0.8902, -0.5515)  0.17
Rh (0.7897, 0.6346, 0.3721)  2.21
Li (2.3844, -2.1541, -0.4173)  0.00
H (-2.2577, 0.4218, 0.6836)  0.14

Cartesian forces, eV/Å:
O 0.76 -0.30 0.35
C 5.73 -0.65 0.48
O -8.86 1.35 -1.60
Rh 3.11 -0.47 1.51
Li 0.25 -0.34 -0.09
H -0.99 0.41 -0.65